# 1
This record from OMol25 describes a structure of composition C48H78F18O30 in a non-equilibrium geometry. The level of theory is ωB97M-V/def2-TZVPD.

Last column: Löwdin charge in e.
Element x y z (Å)
C: 0.58367 -4.85507 -1.70604  0.0507
C: 1.52764 -3.71323 -2.11052  -0.2962
O: 2.32303 -4.11539 -3.17596  0.0618
C: 3.30892 -3.35040 -3.49605  -0.5158
O: 3.56658 -2.18430 -3.05267  0.0860
O: 4.07852 -4.02148 -4.47723  -0.0399
C: 5.29716 -3.32670 -5.06561  0.0113
H: -0.10805 -4.48041 -0.95155  0.0124
H: 0.97501 -5.79912 -1.32694  0.1163
H: -0.03381 -5.07465 -2.57701  0.0626
H: 2.16476 -3.52382 -1.24664  0.0650
H: 0.98828 -2.77558 -2.24470  -0.0708
H: 6.00380 -3.46062 -4.24658  0.0879
H: 5.06820 -2.27772 -5.25353  0.0850
H: 5.68376 -3.78955 -5.97358  0.0838
C: -0.84735 2.27140 1.66691  -0.0785
C: -0.32960 1.00353 2.20675  -0.1525
O: -0.57354 -0.04839 1.25387  -0.0162
C: 0.12888 -0.25502 0.11254  -0.3780
O: 0.98599 0.49589 -0.42480  0.0361
O: -0.29523 -1.42283 -0.54030  -0.1115
C: 0.59039 -2.11273 -1.49309  -0.2260
H: -0.90447 2.49329 0.60127  0.1217
H: -0.31766 3.08961 2.15483  0.0527
H: -1.86869 2.38609 2.02999  0.1106
H: -0.68478 0.68606 3.18714  0.0366
H: 0.73160 1.25237 2.20317  0.1386
H: -0.02265 -2.59541 -2.25421  -0.0219
H: 1.23029 -2.84579 -1.00193  0.0729
H: 1.13089 -1.37553 -2.08682  0.1772
C: 0.82087 1.42956 5.16745  -0.0657
C: -0.26874 0.39622 4.92420  -0.2096
O: -1.48663 0.94181 5.40665  0.0690
C: -2.53603 1.30974 4.68012  -0.5785
O: -2.82530 0.89245 3.60260  0.1581
O: -3.28003 2.17565 5.46147  0.0015
C: -4.58470 2.33681 4.94860  -0.0581
H: 0.91095 1.75323 6.20438  0.1286
H: 0.55590 2.33753 4.62571  0.0384
H: 1.79474 0.98655 4.95905  -0.0799
H: 0.02062 -0.48960 5.48960  0.1567
H: -0.21037 0.16736 3.86009  0.0157
H: -4.56414 2.55550 3.88097  0.0941
H: -5.02560 3.24503 5.35950  0.1000
H: -5.25624 1.48628 5.06577  0.1024
C: 0.03918 8.80644 3.45211  -0.0220
C: -0.61506 7.88329 2.42344  -0.2414
O: -1.04034 6.79793 3.11977  0.0359
C: -0.57352 5.55911 2.90881  -0.4480
O: 0.15258 5.20764 1.98180  0.0760
O: -1.06438 4.82212 3.91424  0.0695
C: -0.81669 3.42135 3.95071  -0.0643
H: -0.22325 8.44509 4.44642  0.0847
H: -0.48658 9.75560 3.34832  0.0751
H: 1.10996 8.92215 3.28436  0.0795
H: -0.02217 7.68686 1.53013  0.0999
H: -1.60627 8.21231 2.11144  0.1313
H: 0.25864 3.25922 4.02471  0.0918
H: -1.21870 2.92994 3.06471  0.0204
H: -1.26059 3.04405 4.87196  0.1121
C: -2.98819 -5.77259 -4.73941  -0.0421
C: -1.96200 -5.02955 -3.91963  -0.2039
O: -2.60176 -4.61687 -2.72809  0.0595
C: -2.31636 -3.47960 -2.15380  -0.4274
O: -1.27118 -2.75028 -2.23566  -0.0147
O: -3.22315 -3.26184 -1.23720  0.0626
C: -3.26028 -2.17029 -0.37342  -0.0063
H: -2.45970 -6.29047 -5.53979  0.0864
H: -3.61956 -5.11885 -5.34116  0.0691
H: -3.50022 -6.64634 -4.33632  0.0875
H: -1.38042 -4.31755 -4.50525  0.0986
H: -1.21396 -5.70759 -3.50879  0.1148
H: -3.47642 -1.36262 -1.07274  0.1118
H: -2.28369 -1.92615 0.04462  0.0692
H: -4.04439 -2.36499 0.35828  0.1371
C: 0.60120 -2.57464 -3.93744  -0.0305
C: 0.11924 -1.56446 -5.03082  -0.1105
O: -1.21206 -1.22665 -4.88990  0.0112
C: -2.21267 -2.01496 -5.25757  -0.5929
O: -2.13728 -3.02969 -5.92708  0.1423
O: -3.26833 -1.51855 -4.78550  0.0148
C: -4.39581 -2.25638 -4.50296  0.0124
H: 0.21868 -3.54533 -4.25292  0.1157
H: 0.23412 -2.25559 -2.96196  -0.0329
H: 1.68779 -2.65994 -3.94885  0.0916
H: 0.43857 -1.78024 -6.05041  0.1362
H: 0.59810 -0.60000 -4.86170  0.1375
H: -4.76245 -2.71111 -5.42323  0.1114
H: -5.24948 -1.71245 -4.09860  0.1213
H: -4.19749 -3.10227 -3.84474  0.0964
C: 1.75490 3.69449 0.49701  -0.0231
C: 0.48417 4.26060 -0.11148  -0.2339
O: 0.40179 5.66035 -0.15402  -0.0389
C: -0.76743 6.24228 -0.59965  -0.2843
O: -1.79258 5.57177 -0.92390  0.1162
C: -0.70821 7.71519 -0.72973  -0.6576
F: -1.81496 8.23613 -0.22402  0.1821
F: 0.30485 8.25082 -0.10956  0.1852
F: -0.68765 7.96566 -2.00326  0.2277
H: 2.57798 3.64616 -0.21595  0.0668
H: 1.70373 2.62909 0.72149  0.0618
H: 2.13397 4.15106 1.41132  0.1001
H: -0.28632 4.01421 0.61909  0.0664
H: 0.22218 3.80901 -1.06831  0.1197
C: -1.08967 -0.73211 -2.28108  -0.0413
C: -2.30434 -0.12225 -3.11253  -0.0605
O: -1.78799 1.17572 -3.67317  0.0112
C: -2.49534 2.36125 -3.41136  -0.3191
O: -3.59179 2.35186 -2.91642  0.1445
C: -1.72139 3.61572 -3.88416  -0.4811
F: -0.77851 3.35919 -4.86280  0.1253
F: -2.59876 4.44246 -4.39912  0.1888
F: -1.11081 4.21649 -2.81311  0.1196
H: -0.22846 -1.06010 -2.86318  0.0737
H: -1.50445 -1.63957 -1.84224  -0.0259
H: -0.67400 -0.08403 -1.50951  0.1048
H: -3.20478 -0.01230 -2.50820  0.1067
H: -2.67813 -0.72559 -3.93980  -0.0053
C: 4.09036 0.87166 5.10186  -0.0055
C: 2.83508 0.53356 4.29785  -0.2686
O: 3.19660 0.14137 2.99355  0.0989
C: 2.36971 -0.64842 2.27302  -0.2495
O: 1.32341 -1.13029 2.67981  0.1055
C: 2.93914 -0.94848 0.83350  -0.4835
F: 3.24609 0.22537 0.29233  0.0734
F: 4.06649 -1.67371 0.79282  0.1858
F: 2.15421 -1.51232 -0.05471  0.1029
H: 4.66326 -0.03943 5.27455  0.0870
H: 3.94607 1.20278 6.13027  0.0934
H: 4.72312 1.59526 4.58794  0.0932
H: 2.23493 1.44280 4.33237  0.0907
H: 2.38111 -0.31789 4.80485  0.1604
C: 2.58865 -3.93418 0.72667  0.0052
C: 1.58293 -3.29413 1.68702  -0.1580
O: 1.65079 -3.70750 3.06646  0.0943
C: 0.86757 -4.70108 3.38828  -0.3357
O: 0.08508 -5.26759 2.63985  0.1421
C: 1.00469 -5.33638 4.82094  -0.6343
F: 0.03586 -4.91481 5.63284  0.1573
F: 0.76318 -6.62829 4.80935  0.1887
F: 2.08624 -5.07797 5.40821  0.2477
H: 2.59255 -5.01897 0.62029  0.1062
H: 3.57974 -3.58490 1.01623  0.0926
H: 2.41109 -3.66028 -0.31331  0.0163
H: 0.60298 -3.42275 1.22740  0.1071
H: 1.87203 -2.24719 1.59507  0.0570
C: 2.82378 1.39667 -1.15575  -0.1286
C: 2.26505 1.85729 -2.46304  -0.1852
O: 1.88903 3.19418 -2.38470  -0.0281
C: 2.92205 4.12309 -2.53294  -0.2719
O: 4.08769 3.75670 -2.79112  0.1277
C: 2.47933 5.57703 -2.49748  -0.5674
F: 2.68631 6.05538 -1.27211  0.1698
F: 3.22703 6.25419 -3.36045  0.1964
F: 1.18071 5.73607 -2.58168  0.1950
H: 3.85716 1.68489 -0.96300  0.1207
H: 2.71422 0.34075 -0.90847  0.0485
H: 2.20331 1.93588 -0.43995  0.0339
H: 1.38498 1.25494 -2.68831  0.1242
H: 2.94757 1.75222 -3.30639  0.1293
C: -1.28348 -1.81007 3.28992  0.0004
C: -1.83522 -1.86169 1.84879  -0.2236
O: -2.18111 -3.21418 1.70973  -0.0047
C: -1.55303 -4.09521 0.76254  -0.1752
O: -0.63909 -3.67864 0.05020  0.0384
C: -2.17737 -5.49937 0.62029  -0.5532
F: -3.38124 -5.63087 1.10092  0.2214
F: -2.28682 -5.76221 -0.66980  0.1928
F: -1.35689 -6.38699 1.20160  0.1625
H: -1.01476 -0.79546 3.58397  0.0099
H: -0.60604 -2.61841 3.56516  0.0850
H: -2.11544 -1.96844 3.97611  0.1054
H: -1.11790 -1.49430 1.11491  0.0765
H: -2.71130 -1.22700 1.71558  0.1383

Values from the calculation:
Kohn-Sham gap: 7.7 eV
Electronic energy: -161328.150 eV
E_LUMO: -0.3 eV
Charge: 0
Energy above the lowest of the compared OMol25 structures with the same formula, charge and spin: 55.8407 eV


# 2
This record from OMol25 describes a cluster of 8 separate species, C48H79N14O4 in total in a non-equilibrium geometry. The level of theory is ωB97M-V/def2-TZVPD.

Last column: Löwdin charge in e.
Element x y z (Å)
C: 0.50002 -0.18896 -0.96127  -0.0124
C: -0.26057 -1.26584 -0.66967  -0.4070
C: -1.80296 -1.10969 -0.81302  -0.3262
O: -2.53747 -2.08532 -0.57355  -0.0401
C: -2.35744 0.10637 -1.29622  -0.0316
C: -1.53893 1.01028 -1.90546  -0.3566
C: -0.02665 0.99642 -1.51306  -0.3272
O: 0.61386 2.02386 -1.82617  -0.0447
O: -1.99823 1.84837 -2.75790  -0.1051
O: 0.17637 -2.35329 -0.25919  -0.0537
H: 1.58668 -0.42346 -1.01057  0.1241
H: -3.40997 0.07499 -1.39070  0.0697
C: 3.71717 2.12841 -4.12140  -0.0702
C: 3.35859 3.52455 -3.76676  -0.1605
N: 2.10226 3.83851 -4.50686  -0.0382
C: 2.14665 4.21680 -5.86862  -0.0108
C: 0.92441 4.13902 -6.36831  -0.0092
N: 0.16774 3.63482 -5.33381  -0.0717
C: 0.85245 3.49150 -4.23351  -0.0387
C: -1.36099 3.50820 -5.35993  0.0491
H: 3.76792 2.01909 -5.21115  0.0924
H: 2.93520 1.47064 -3.70999  0.0887
H: 4.67389 1.74767 -3.88327  0.0648
H: 4.02091 4.31318 -4.12370  0.1212
H: 3.07344 3.76189 -2.64901  0.1664
H: 3.03840 4.44034 -6.41151  0.1388
H: 0.63435 4.26662 -7.36855  0.1308
H: 0.47183 3.03897 -3.30447  0.1241
H: -1.61298 3.36834 -6.40275  0.0851
H: -1.76195 4.49659 -5.00112  0.1093
H: -1.64197 2.64191 -4.72015  0.0642
C: 13.36359 -0.08648 0.67260  -0.0504
C: 13.09494 1.39201 0.59043  -0.1416
N: 11.61147 1.54502 0.68473  -0.0425
C: 10.80957 1.97386 -0.37033  0.0236
C: 9.51774 1.91882 0.10133  -0.0032
N: 9.58552 1.41966 1.40339  -0.0634
C: 10.86364 1.13838 1.71774  -0.0106
C: 8.42746 1.19042 2.38262  0.0670
H: 14.42234 -0.13044 0.78378  0.0907
H: 12.87740 -0.68591 -0.04925  0.0800
H: 12.90382 -0.31805 1.65445  0.0781
H: 13.50877 1.84193 -0.29876  0.1314
H: 13.56112 1.84490 1.46620  0.1371
H: 11.09339 2.25494 -1.38032  0.1475
H: 8.64436 2.37679 -0.33567  0.1331
H: 11.25902 0.78931 2.64889  0.1683
H: 8.84657 0.80288 3.25711  0.0764
H: 7.69863 0.53942 1.92295  0.0946
H: 7.98630 2.12552 2.57206  0.0838
C: -4.64512 1.91560 8.55339  -0.0651
C: -4.02394 0.56799 8.98391  -0.0732
N: -3.80520 -0.25325 7.67842  -0.0108
C: -3.69318 -1.59402 7.61551  -0.0337
C: -3.39020 -1.96834 6.37659  -0.0051
N: -3.36407 -0.80129 5.64966  -0.0729
C: -3.64889 0.23703 6.45384  -0.0227
C: -2.84750 -0.61053 4.24725  0.0445
H: -5.49283 1.64257 7.91780  0.0860
H: -3.99011 2.49774 7.98796  0.0470
H: -5.07478 2.45098 9.43140  0.1142
H: -4.63092 -0.02634 9.63677  0.1228
H: -3.09739 0.79850 9.48353  0.1229
H: -3.84410 -2.31364 8.41247  0.1559
H: -3.05021 -2.87906 5.92906  0.1409
H: -3.67604 1.28931 6.16633  0.1673
H: -3.12191 0.40767 3.86610  0.1153
H: -3.21173 -1.36983 3.59260  0.0859
H: -1.79376 -0.58198 4.28929  0.0806
C: -6.14624 1.28219 -1.18698  -0.0569
C: -6.60433 0.99493 -2.59980  -0.1562
N: -5.78886 -0.05455 -3.24695  -0.0155
C: -6.04930 -1.39351 -3.44985  -0.0083
C: -4.96880 -2.00061 -3.99294  -0.0121
N: -4.03941 -1.00944 -4.11493  -0.0646
C: -4.50373 0.09859 -3.63463  -0.0517
C: -2.61453 -1.24123 -4.44386  0.0546
H: -6.73355 1.97519 -0.60497  0.0829
H: -5.09597 1.65106 -1.20341  0.0769
H: -6.10216 0.28630 -0.80638  0.0724
H: -6.42107 1.83937 -3.21819  0.1046
H: -7.68605 0.77069 -2.69144  0.1485
H: -7.03986 -1.82440 -3.19259  0.1568
H: -4.88576 -2.99269 -4.42361  0.1480
H: -3.88058 0.96991 -3.48901  0.1409
H: -2.12178 -1.79863 -3.66119  0.0956
H: -2.07260 -0.29311 -4.48037  0.0951
H: -2.59830 -1.66199 -5.43498  0.1042
C: 4.38119 -8.60488 2.52659  -0.0697
C: 5.56385 -7.71655 2.23983  -0.0986
N: 5.07269 -6.27373 1.99203  -0.0257
C: 5.26215 -5.58651 0.80185  0.0041
C: 4.47021 -4.48300 0.84829  0.0002
N: 3.87564 -4.45018 2.10851  -0.0707
C: 4.30829 -5.52838 2.74308  -0.0598
C: 2.85593 -3.47304 2.58516  0.0364
H: 3.85832 -8.55061 3.45465  0.0740
H: 4.53754 -9.64303 2.29857  0.0889
H: 3.59437 -8.42595 1.78500  0.0870
H: 6.06579 -8.00477 1.30559  0.1286
H: 6.36898 -7.67992 3.01362  0.1449
H: 5.70427 -6.10925 -0.03919  0.1438
H: 4.19047 -3.77513 0.10187  0.1297
H: 3.98371 -5.80953 3.71622  0.1697
H: 2.45103 -2.95577 1.68482  0.1014
H: 3.34528 -2.69649 3.23679  0.1151
H: 2.10081 -3.99601 3.14826  0.0904
C: -7.08822 8.92830 0.69710  -0.0808
C: -6.17724 8.90538 -0.45483  -0.1772
N: -5.60188 7.55187 -0.73612  -0.0011
C: -6.16770 6.50566 -1.52544  0.0088
C: -5.19194 5.61989 -1.81169  -0.0190
N: -4.03426 6.04159 -1.13370  -0.0684
C: -4.31537 7.20359 -0.55780  -0.0197
C: -2.70045 5.36281 -1.13379  0.0468
H: -6.59711 8.60067 1.69756  0.1187
H: -7.88709 8.18702 0.53807  0.0883
H: -7.43936 9.90004 0.99075  0.0871
H: -5.33623 9.51823 -0.28013  0.1103
H: -6.64450 9.34775 -1.35314  0.1509
H: -7.20097 6.47817 -1.85051  0.1434
H: -5.41045 4.63615 -2.33350  0.1526
H: -3.53592 7.74316 -0.03757  0.1779
H: -2.47954 4.99846 -0.13927  0.0996
H: -1.96683 6.10543 -1.36697  0.0932
H: -2.65233 4.52336 -1.79995  0.0793
C: -4.52551 -4.48612 0.62912  -0.0569
C: -4.44792 -4.90370 -0.85781  -0.1285
N: -3.09401 -5.49207 -1.10581  -0.0420
C: -2.84062 -6.81354 -1.41476  0.0162
C: -1.48682 -6.94012 -1.28106  0.0112
N: -0.97648 -5.66613 -1.04020  -0.0735
C: -1.95803 -4.85232 -0.95672  -0.0794
C: 0.37445 -5.26172 -0.62357  -0.0018
H: -3.69501 -3.81514 0.88258  0.0622
H: -4.37633 -5.42826 1.15229  0.0826
H: -5.50109 -4.06336 0.78957  0.0773
H: -4.58657 -4.00338 -1.45974  0.1049
H: -5.14718 -5.73260 -1.03590  0.1302
H: -3.60488 -7.57663 -1.60938  0.1505
H: -0.82851 -7.75379 -1.35193  0.1194
H: -1.87643 -3.75696 -0.72483  0.1356
H: 0.69562 -5.93246 0.30302  0.1333
H: 0.41141 -4.23301 -0.29778  0.0278
H: 1.12788 -5.30441 -1.45584  0.1101

Values from the calculation:
Kohn-Sham gap: 7.3 eV
Electronic energy: -80063.513 eV
E_LUMO: -7.8 eV
Charge: +5